Molecular formula: H28InO18P
Method: DFT, the ωB97M-V functional and the def2-TZVPD basis

The geometry in XYZ format:
```
48
Properties=species:S:1:pos:R:3:nbo_charge:R:1
In -12.28 10.90 -24.81 1.09
P -13.80 11.98 -27.79 2.51
O -13.22 13.46 -23.39 -0.98
O -13.96 15.11 -25.87 -0.88
O -15.14 12.67 -28.23 -0.98
O -12.73 11.84 -28.99 -1.12
O -15.31 10.10 -29.59 -0.83
O -12.12 8.53 -26.80 -0.99
O -11.40 13.97 -28.53 -0.84
O -17.02 11.48 -26.71 -0.98
O -16.42 14.54 -26.95 -0.95
O -13.72 12.38 -31.39 -0.87
O -15.58 8.64 -26.47 -0.95
O -15.33 11.52 -24.19 -0.98
O -11.01 11.35 -30.91 -0.93
O -12.49 9.23 -29.32 -0.97
O -17.04 12.76 -30.06 -0.93
O -13.10 12.87 -26.67 -0.84
O -14.04 10.63 -27.12 -1.03
O -10.63 11.19 -27.51 -0.96
H -13.44 12.25 -30.49 0.47
H -15.21 8.43 -25.61 0.47
H -12.28 8.87 -27.68 0.50
H -17.24 14.25 -27.34 0.49
H -11.84 13.27 -29.01 0.48
H -12.57 10.17 -29.16 0.48
H -15.87 11.58 -24.98 0.50
H -13.33 13.87 -22.54 0.48
H -16.39 11.90 -27.29 0.47
H -14.91 15.09 -26.02 0.50
H -16.36 12.76 -29.40 0.47
H -13.62 14.38 -26.39 0.46
H -15.80 13.84 -27.15 0.47
H -17.86 12.84 -29.57 0.46
H -11.35 10.55 -31.32 0.45
H -13.16 11.81 -31.91 0.47
H -14.87 10.15 -28.75 0.46
H -15.41 11.01 -29.87 0.48
H -13.73 14.01 -23.99 0.50
H -12.42 9.15 -30.27 0.48
H -11.56 11.48 -30.14 0.47
H -11.40 11.59 -27.92 0.47
H -16.92 10.54 -26.89 0.49
H -15.04 9.36 -26.80 0.48
H -11.61 13.80 -27.61 0.47
H -15.94 11.72 -23.48 0.48
H -9.92 11.34 -28.12 0.49
H -12.08 7.58 -26.91 0.48
```

Properties
Total charge: 0
Orbital gap: 3.5 eV
Spin multiplicity: 1
DFT total energy: -1902.47556 Eh
E_LUMO: -0.278 Eh